The following is a DFT calculation (ωB97M-V/def2-TZVPD) of C43H39N7O4P2S2Zr as an isolated structure in a non-equilibrium geometry.

Results
spin multiplicity = 1
max |F| = 0.086 Eh/bohr
net charge = 0
energy = -105375.9846 eV
energy relative to the best compared isomer or geometry (same formula, charge and spin) = 27.3 kcal per mole

Geometry (Å):
Zr (-1.24267, 0.39476, -0.62121)
S (2.13430, -2.54815, -0.70022)
P (1.32778, -1.67477, 0.87419)
C (0.59374, -0.11525, 0.55746)
P (1.25718, 1.41616, 1.03159)
S (0.37851, 2.81482, -0.09479)
C (3.03747, 1.65495, 0.69533)
C (3.66064, 2.79417, 1.20512)
C (4.99167, 3.03983, 0.91875)
C (5.70438, 2.15493, 0.11721)
C (5.07537, 1.04183, -0.41701)
C (3.73655, 0.79609, -0.13900)
C (1.21858, 1.72515, 2.85816)
C (2.31456, 1.35390, 3.63607)
C (2.27723, 1.48754, 5.01646)
C (1.13924, 1.97058, 5.64085)
C (0.05083, 2.36111, 4.87460)
C (0.09496, 2.25478, 3.49375)
C (0.02806, -2.74557, 1.59268)
C (-0.03863, -4.09798, 1.27961)
C (-0.99809, -4.90328, 1.87651)
C (-1.89821, -4.35640, 2.78152)
C (-1.83001, -3.00768, 3.10169)
C (-0.86281, -2.20626, 2.51401)
C (2.57126, -1.75138, 2.22563)
C (2.20167, -1.88072, 3.56077)
C (3.17213, -1.98411, 4.54593)
C (4.51643, -1.92854, 4.21314)
C (4.89101, -1.81004, 2.88160)
C (3.92293, -1.74306, 1.89222)
H (3.08755, 3.47691, 1.82136)
H (5.47505, 3.92460, 1.31451)
H (6.74900, 2.34365, -0.09720)
H (5.62715, 0.36116, -1.05423)
H (3.22253, -0.05580, -0.57215)
H (3.20868, 0.96834, 3.16420)
H (3.14094, 1.20249, 5.60329)
H (1.10610, 2.05681, 6.71995)
H (-0.83472, 2.75628, 5.35740)
H (-0.73481, 2.60066, 2.89812)
H (0.67096, -4.50155, 0.56739)
H (-1.04575, -5.95962, 1.63958)
H (-2.65132, -4.98158, 3.24669)
H (-2.52546, -2.58204, 3.81487)
H (-0.77775, -1.15823, 2.77888)
H (1.15539, -1.92023, 3.83435)
H (2.87290, -2.09627, 5.58081)
H (5.27177, -1.98555, 4.98719)
H (5.93955, -1.78860, 2.61168)
H (4.20699, -1.71038, 0.84926)
C (-2.05757, 1.37839, -5.39405)
C (-2.48551, 2.69728, -5.40700)
C (-2.51285, 3.38816, -4.21330)
C (-2.08190, 2.74742, -3.05170)
N (-1.61820, 1.50211, -3.04775)
C (-1.64537, 0.83181, -4.19474)
C (-2.30666, 3.39046, -1.74293)
C (-2.29948, 4.77184, -1.60802)
C (-2.75860, 5.33194, -0.42889)
C (-3.26227, 4.49070, 0.54566)
C (-3.16790, 3.12361, 0.35316)
N (-2.65627, 2.56812, -0.74308)
H (-2.06439, 0.77363, -6.29054)
H (-2.82172, 3.16483, -6.32295)
H (-2.92225, 4.38626, -4.16193)
H (-1.33643, -0.20440, -4.14775)
H (-1.92252, 5.39046, -2.40962)
H (-2.74060, 6.40486, -0.29171)
H (-3.69641, 4.88090, 1.45519)
H (-3.51860, 2.44390, 1.11730)
C (1.33276, -0.57012, -5.36782)
N (1.13405, -1.30074, -4.12262)
C (1.33313, -2.74172, -4.17953)
C (0.79032, -0.64300, -3.04400)
N (0.44281, 0.07984, -2.20823)
H (2.33825, -0.76078, -5.74757)
H (1.20872, 0.49672, -5.19983)
H (0.61063, -0.90094, -6.11969)
H (2.32551, -2.95733, -4.57994)
H (0.58204, -3.19396, -4.83254)
H (1.24796, -3.16521, -3.18478)
C (-3.11629, -3.97960, -0.92820)
N (-3.52220, -2.68728, -1.46315)
C (-4.84013, -2.40486, -1.71721)
C (-5.25728, -1.17997, -2.06522)
C (-4.29401, -0.08667, -2.13314)
O (-4.60094, 1.06331, -2.41256)
N (-2.97390, -0.44021, -1.88910)
C (-2.61276, -1.66166, -1.51656)
O (-1.41077, -1.83917, -1.18432)
H (-3.66924, -4.77282, -1.42892)
H (-3.29582, -4.02507, 0.14654)
H (-2.05153, -4.10722, -1.09908)
H (-5.51722, -3.24320, -1.61862)
H (-6.29543, -0.96789, -2.26757)
O (-2.70159, -0.42422, 0.70353)
N (-2.40317, 0.35221, 1.67125)
O (-1.49924, 1.14079, 1.29492)

Atomic partial charges in e from the Löwdin method, atoms 1 to 4: atom 1 (Zr): 1.645, atom 2 (S): 0.309, atom 3 (P): 0.436, atom 4 (C): -0.661

The following is a DFT calculation (ωB97M-V/def2-TZVPD) of C24H20IrN4O3PS as an isolated structure in a non-equilibrium geometry.

Results
spin multiplicity = 2
max |F| = 0.047 Eh/bohr
<S²> = 0.973
net charge = +3
energy = -60248.9450 eV
energy relative to the best compared isomer or geometry (same formula, charge and spin) = 63.6 kcal per mole

Geometry (Å):
Ir (1.91201, 0.15697, -0.43975)
N (3.39466, -1.78522, 3.00472)
C (2.11331, -1.82901, 3.49288)
C (1.32435, -1.24030, 2.55075)
N (2.11918, -0.84953, 1.50496)
C (3.37582, -1.18550, 1.81033)
C (4.40207, -0.86604, 0.86156)
N (4.02759, -0.23104, -0.24613)
C (5.13699, -0.01136, -1.00632)
C (6.21249, -0.53013, -0.33819)
N (5.72703, -1.05796, 0.82683)
H (4.20919, -2.11192, 3.50627)
H (1.86462, -2.26473, 4.44544)
H (0.26188, -1.06884, 2.57981)
H (5.11783, 0.49101, -1.95865)
H (7.25465, -0.56394, -0.60763)
H (6.29966, -1.52844, 1.51354)
O (1.62591, 1.75297, -3.75596)
S (0.85567, 1.43134, -2.62336)
O (0.77173, -0.05111, -2.26513)
O (1.30786, 1.99539, -1.29210)
C (-0.82768, 1.93307, -2.71956)
C (-1.30048, 2.79988, -3.67880)
C (-2.62111, 3.23199, -3.56284)
C (-3.40618, 2.80300, -2.50127)
C (-2.91602, 1.92058, -1.54400)
C (-1.60659, 1.46081, -1.65892)
P (-0.93446, 0.26703, -0.46341)
C (-1.46504, 0.87261, 1.14650)
C (-0.97001, 2.14385, 1.51553)
C (-1.35132, 2.68883, 2.72312)
C (-2.20574, 1.97106, 3.56003)
C (-2.68630, 0.70716, 3.19682)
C (-2.29938, 0.13637, 2.00054)
C (-1.59432, -1.35939, -0.76976)
C (-2.45856, -1.60062, -1.84587)
C (-2.91772, -2.88673, -2.05944)
C (-2.49198, -3.93733, -1.25129)
C (-1.61658, -3.70148, -0.19132)
C (-1.15874, -2.41978, 0.04055)
H (-0.66012, 3.13223, -4.48606)
H (-3.01825, 3.91493, -4.30127)
H (-4.42255, 3.16419, -2.41391)
H (-3.54851, 1.58612, -0.73132)
H (-0.29954, 2.67940, 0.85264)
H (-0.98517, 3.66398, 3.01399)
H (-2.50443, 2.39792, 4.50938)
H (-3.37346, 0.17690, 3.84256)
H (-2.66917, -0.83932, 1.71437)
H (-2.78536, -0.79296, -2.48675)
H (-3.63458, -3.06607, -2.84969)
H (-2.84633, -4.94233, -1.43748)
H (-1.29826, -4.51938, 0.44000)
H (-0.44056, -2.23909, 0.83307)

Atomic partial charges in e from the natural (NBO) method, atoms 1 to 4: atom 1 (Ir): 1.263, atom 2 (N): -0.439, atom 3 (C): -0.015, atom 4 (C): -0.065

The following is a DFT calculation (ωB97M-V/def2-TZVPD) of a 2-piece molecular cluster, C7H13BrOS overall in a non-equilibrium geometry.

Results
spin multiplicity = 3
max |F| = 0.040 Eh/bohr
<S²> = 2.010
net charge = 0
energy = -90390.2287 eV

Geometry (Å):
C (2.99186, 0.76250, 1.87665)
C (2.16706, 0.79068, 0.84249)
C (-0.85658, -3.29815, 0.18504)
C (-0.25466, 2.65082, -1.89690)
C (-1.56865, -1.98389, 0.45613)
C (0.55517, 1.69334, -1.11648)
C (-1.24207, 0.33150, 0.14219)
O (-0.81644, -0.91781, -0.12324)
S (1.47803, 2.28099, 0.21130)
Br (-2.90850, 0.83448, -0.71093)
H (3.38559, -0.16762, 2.24736)
H (3.29563, 1.66276, 2.38027)
H (1.83194, -0.09298, 0.32257)
H (-0.74902, -3.44670, -0.88609)
H (0.13104, -3.29304, 0.64001)
H (-1.43655, -4.11644, 0.60210)
H (0.32090, 3.04913, -2.73633)
H (-1.13466, 2.15652, -2.31409)
H (-0.58100, 3.48032, -1.27295)
H (-1.67417, -1.81212, 1.53771)
H (-2.57075, -1.99077, 0.00482)
H (0.89579, 0.77998, -1.57678)
H (-1.26000, 0.64651, 1.18514)

Atomic partial charges in e from the natural (NBO) method, atoms 1 to 4: atom 1 (C): -0.411, atom 2 (C): -0.360, atom 3 (C): -0.623, atom 4 (C): -0.675